49
Properties=species:S:1:pos:R:3 method="wB97M-V/def2-TZVPD" total_charge=0 homo_lumo_gap_ev=8.76 fmax_ev_per_a=1.03
C -7.605 -1.075 0.611
C -6.239 -0.480 0.488
C -5.236 -0.697 1.422
C -3.977 -0.140 1.293
C -3.683 0.668 0.199
N -2.440 1.275 0.004
C -1.304 1.155 0.752
O -1.189 0.433 1.719
C -0.162 1.987 0.253
C -0.322 3.199 -0.415
C 0.783 3.916 -0.842
C 2.061 3.431 -0.610
C 2.216 2.241 0.076
S 3.867 1.636 0.437
O 4.136 1.821 1.831
O 4.775 2.219 -0.513
N 3.647 0.000 0.166
C 3.616 -0.359 -1.233
C 3.068 -1.779 -1.358
N 3.903 -2.694 -0.603
C 3.488 -4.068 -0.778
C 3.926 -2.310 0.798
C 4.487 -0.898 0.929
C 1.125 1.524 0.519
C -4.671 0.904 -0.755
C -5.914 0.332 -0.594
F -6.855 0.578 -1.535
H -8.361 -0.291 0.603
H -7.808 -1.732 -0.234
H -7.696 -1.645 1.531
H -5.446 -1.321 2.278
H -3.219 -0.327 2.034
H -2.383 1.848 -0.826
H -1.307 3.613 -0.579
H 0.648 4.857 -1.355
H 2.942 3.956 -0.944
H 2.971 0.353 -1.750
H 4.622 -0.307 -1.669
H 3.080 -2.082 -2.408
H 2.023 -1.792 -0.998
H 3.535 -4.322 -1.836
H 4.173 -4.717 -0.235
H 2.465 -4.255 -0.416
H 4.568 -3.008 1.339
H 2.915 -2.341 1.242
H 4.475 -0.557 1.964
H 5.520 -0.881 0.553
H 1.265 0.606 1.066
H -4.483 1.525 -1.618

=====

49
Properties=species:S:1:pos:R:3 method="wB97M-V/def2-TZVPD" total_charge=-1 multiplicity=2 homo_lumo_gap_ev="6.59 / 6.25" fmax_ev_per_a=1.63
Mn -0.536 0.141 -0.333
Se 0.488 -2.203 0.816
Se -2.800 -0.352 2.126
C -1.139 0.344 2.632
C -0.833 0.556 4.000
C 0.367 1.097 4.379
C 1.289 1.465 3.393
C 0.947 1.225 2.087
N -0.209 0.664 1.696
C -1.072 -2.511 -0.284
C -1.719 -3.744 -0.391
C -2.735 -3.881 -1.314
C -3.088 -2.801 -2.130
C -2.429 -1.603 -1.951
N -1.471 -1.473 -1.034
H -1.579 0.268 4.727
H 0.601 1.233 5.429
H 2.245 1.910 3.635
H 1.615 1.508 1.285
H -1.403 -4.562 0.243
H -3.244 -4.831 -1.421
H -3.863 -2.888 -2.879
H -2.670 -0.721 -2.529
S -0.135 1.087 -2.630
C -1.484 2.005 -2.049
C -2.216 2.949 -2.797
C -3.218 3.662 -2.180
C -3.488 3.444 -0.828
C -2.762 2.477 -0.164
N -1.797 1.763 -0.758
H -1.965 3.087 -3.839
H -3.794 4.390 -2.741
H -4.255 3.998 -0.304
H -2.955 2.229 0.872
C 3.921 -1.628 -1.659
Ge 3.012 -0.650 -0.222
C 3.766 -1.301 1.461
C 3.536 1.217 -0.467
C 1.099 -0.916 -0.486
H 5.007 -1.539 -1.573
H 3.613 -1.227 -2.627
H 3.650 -2.685 -1.625
H 4.856 -1.263 1.411
H 3.458 -2.337 1.623
H 3.424 -0.709 2.311
H 4.602 1.263 -0.706
H 3.358 1.838 0.412
H 2.970 1.639 -1.300
H 1.035 -1.635 -1.315